A 6-piece molecular cluster, C31H45F6N7O8 overall, computed with wB97M-V/def2-TZVPD.

Each line ends with the Löwdin charge.
Geometry (Å):
O (2.806, -2.693, 1.081)  0.010
N (3.204, -3.394, 0.134)  -0.004
O (3.308, -2.518, -0.884)  -0.104
C (3.456, -3.200, -2.186)  -0.122
O (2.219, -3.264, -2.980)  -0.018
C (1.902, -1.984, -3.631)  -0.253
O (1.284, -2.042, -4.838)  0.041
O (2.205, -0.638, -3.122)  0.041
C (1.325, -0.244, -2.011)  -0.170
O (1.906, 0.402, -0.968)  -0.016
C (-0.305, -0.456, -1.935)  -0.089
F (-0.855, 0.838, -1.382)  -0.001
F (-0.934, -0.613, -3.274)  0.031
C (-0.714, -1.615, -0.847)  -0.102
F (0.011, -2.899, -0.998)  0.026
F (-0.310, -1.071, 0.503)  0.012
C (-2.320, -1.929, -0.738)  -0.082
F (-3.146, -0.735, -0.356)  0.025
F (-2.475, -2.891, 0.416)  -0.007
C (-2.937, -2.742, -2.051)  -0.134
O (-4.272, -2.707, -2.318)  0.022
O (-2.114, -3.496, -3.015)  0.007
H (3.803, -4.314, -1.946)  0.170
H (4.272, -2.643, -2.855)  0.176
H (-2.033, -4.460, -2.747)  0.081
C (5.261, 4.340, -1.242)  -0.101
C (5.904, 3.340, -0.286)  -0.290
C (5.879, 1.906, -0.820)  -0.156
C (4.441, 1.462, -1.031)  0.071
N (3.248, 1.093, -1.207)  0.128
H (4.200, 4.123, -1.400)  0.071
H (5.327, 5.353, -0.832)  0.067
H (5.764, 4.332, -2.215)  0.079
H (5.384, 3.387, 0.678)  0.112
H (6.943, 3.637, -0.106)  0.051
H (6.363, 1.231, -0.107)  0.116
H (6.420, 1.840, -1.770)  0.124
C (-1.603, 3.421, 1.858)  -0.123
C (-0.540, 2.383, 1.515)  -0.275
C (0.692, 2.470, 2.418)  -0.185
C (1.339, 3.837, 2.272)  -0.166
N (1.877, 4.971, 2.151)  0.085
H (-1.231, 4.441, 1.719)  0.071
H (-2.474, 3.303, 1.207)  0.075
H (-1.936, 3.314, 2.897)  0.002
H (-0.242, 2.513, 0.467)  0.099
H (-0.979, 1.382, 1.603)  0.098
H (1.416, 1.697, 2.141)  0.107
H (0.412, 2.313, 3.466)  0.116
C (-6.398, -1.473, -4.195)  -0.120
C (-7.796, -0.882, -4.035)  -0.277
C (-8.906, -1.911, -4.259)  -0.201
C (-8.814, -2.465, -5.671)  -0.168
N (-8.739, -2.925, -6.843)  0.098
H (-6.230, -1.842, -5.212)  0.075
H (-5.639, -0.710, -3.998)  0.076
H (-6.240, -2.301, -3.496)  0.056
H (-7.912, -0.050, -4.739)  0.111
H (-7.892, -0.466, -3.026)  0.108
H (-9.886, -1.443, -4.119)  0.109
H (-8.818, -2.735, -3.542)  0.114
C (8.007, 7.553, 1.284)  -0.114
C (6.967, 6.989, 2.247)  -0.271
C (7.509, 5.840, 3.101)  -0.184
C (7.952, 4.698, 2.202)  -0.129
N (8.321, 3.749, 1.457)  0.115
H (8.336, 6.802, 0.559)  0.068
H (7.585, 8.389, 0.716)  0.075
H (8.886, 7.919, 1.826)  0.078
H (6.099, 6.646, 1.671)  0.107
H (6.620, 7.792, 2.906)  0.112
H (6.731, 5.480, 3.783)  0.116
H (8.359, 6.177, 3.703)  0.117
C (-1.481, -8.284, 0.854)  -0.114
C (-0.719, -7.126, 1.491)  -0.271
C (-1.119, -5.765, 0.918)  -0.187
C (-0.823, -5.728, -0.572)  -0.130
N (-0.577, -5.697, -1.809)  0.136
H (-1.272, -8.364, -0.218)  0.071
H (-1.184, -9.232, 1.313)  0.075
H (-2.562, -8.164, 0.987)  0.079
H (0.356, -7.288, 1.349)  0.114
H (-0.906, -7.129, 2.570)  0.112
H (-0.556, -4.968, 1.416)  0.116
H (-2.186, -5.578, 1.078)  0.116
C (-4.033, -0.885, 3.665)  -0.113
C (-5.187, -0.200, 4.391)  -0.275
C (-5.430, 1.230, 3.903)  -0.186
C (-4.188, 2.073, 4.141)  -0.118
N (-3.158, 2.772, 4.339)  0.120
H (-3.083, -0.369, 3.838)  0.069
H (-3.914, -1.912, 4.026)  0.074
H (-4.215, -0.922, 2.585)  0.071
H (-4.976, -0.195, 5.467)  0.113
H (-6.099, -0.789, 4.244)  0.110
H (-6.274, 1.672, 4.443)  0.113
H (-5.670, 1.236, 2.834)  0.117

Output
**HOMO**: -7.458 eV
**Total charge**: 0
**Electronic energy**: -2791.85814 hartree
**HOMO-LUMO gap**: 6.4 eV